# 1
Formula: C19H23AlBrN4O2S
Source: the OMol25 dataset
Level of theory: ωB97M-V with the def2-TZVPD basis set

Each line ends with the Löwdin spin population.
CARTESIAN COORDINATES (ANGSTROEM)
Al1 0.044786 0.129028 0.308907  0.103
N1 1.699612 0.713553 1.526684  0.001
C1 2.962233 -0.094097 1.558228  0.000
C2 4.078492 0.495266 0.705165  0.000
C3 3.915770 0.286805 -0.796927  0.000
C4 2.647565 0.866787 -1.413361  0.001
N2 1.450940 0.008678 -1.173179  0.018
H1 1.983016 1.678007 1.319981  0.000
H2 1.349359 0.761233 2.490894  0.000
H3 2.733104 -1.103935 1.207544  0.000
H4 3.318908 -0.154299 2.588649  0.000
H5 5.007132 0.005473 0.998136  0.000
H6 4.203654 1.556475 0.924685  0.000
H7 3.967521 -0.781057 -1.016790  0.000
H8 4.772750 0.752391 -1.284942  0.000
H9 2.807063 0.955889 -2.489498  0.000
H10 2.444524 1.868100 -1.029298  0.000
H11 1.752292 -0.963405 -1.287151  0.003
H12 0.816201 0.154881 -1.962396  0.003
C5 -0.544652 -2.475943 1.760929  0.008
O1 -0.497321 -1.047282 1.731943  0.005
C6 -0.823105 -0.367417 2.904934  0.000
C7 -0.867602 -0.914098 4.173516  0.000
C8 -1.088542 -0.050126 5.254918  0.000
Br1 -1.072219 -0.751145 7.009732  0.000
C9 -1.286375 1.308050 5.060532  0.000
C10 -1.303937 1.852477 3.772667  0.001
C11 -1.054973 0.990859 2.705204  0.003
O2 -0.905648 1.435116 1.368492  0.023
C12 -1.452426 3.283970 3.595737  0.000
N3 -0.997307 4.135730 4.461505  0.000
C13 -1.191380 5.380186 3.934158  0.000
C14 -0.885828 6.632224 4.464860  0.000
C15 -1.177009 7.732896 3.689826  0.000
C16 -1.772633 7.605439 2.430902  0.000
C17 -2.101775 6.373159 1.896817  0.000
C18 -1.797177 5.261049 2.659668  0.000
N4 -1.926259 3.889970 2.418149  0.000
H13 -1.508185 -2.822877 2.134092  0.000
H14 0.255470 -2.882743 2.382095  0.000
H15 -0.419693 -2.802716 0.729304  0.007
H16 -0.712433 -1.965749 4.350896  0.000
H17 -1.409145 1.984512 5.891709  0.000
H18 -1.184476 2.376531 1.336256  0.002
H19 -0.449856 6.712814 5.445639  0.000
H20 -0.946695 8.718145 4.062960  0.000
H21 -1.986702 8.499207 1.865386  0.000
H22 -2.574215 6.294872 0.931448  0.000
H23 -2.728889 3.550411 1.903602  0.000
S1 -2.415449 -0.646986 -1.964816  0.393
C19 -1.225973 -0.622896 -0.942685  0.426

Atoms 1-6, force components in eV/Å:
Al 0.68 -0.21 -0.15
N -0.38 0.28 0.10
C 0.37 -0.20 -0.04
C -0.19 -0.27 -0.21
C -0.10 0.28 0.23
C 0.57 0.19 0.01

The multiplicity is 2. As for the total energy: -117592.6792 eV. As for the HOMO energy (spin up / spin down): -0.4774 / -0.4959 hartree. The charge is +2.

***

# 2
Formula: C28H52ClCrOP
Source: the OMol25 dataset
Level of theory: ωB97M-V with the def2-TZVPD basis set

Each line ends with the Löwdin spin population.
CARTESIAN COORDINATES (ANGSTROEM)
Cr1 0.052716 -0.233788 -0.427636  2.917
Cl1 1.427882 0.704156 -2.070778  0.046
P1 -1.361843 1.820090 -0.423475  0.019
C1 0.478107 -2.049002 -0.814486  0.017
H1 -0.119064 -2.949724 -0.451998  0.006
H2 1.086283 -2.260740 -1.729346  0.011
C2 -2.155350 2.343946 1.183115  0.003
C3 -2.606388 1.360264 -1.719205  0.005
C4 -3.212357 1.346383 1.650282  0.000
H3 -1.298962 2.301988 1.886028  0.002
C5 -3.719766 1.722134 3.048243  0.000
H4 -4.060478 1.345667 0.943358  0.000
H5 -2.809661 0.322555 1.656855  0.000
C6 -4.203294 3.170329 3.129636  0.000
H6 -4.528535 1.040007 3.321856  0.000
H7 -2.900609 1.562394 3.765204  0.000
C7 -3.207353 4.170797 2.526791  0.000
H8 -5.161987 3.256990 2.596904  0.000
H9 -4.395476 3.436957 4.170997  0.000
C8 -2.724480 3.766855 1.144838  0.000
H10 -3.667518 5.162170 2.464314  0.000
H11 -2.339645 4.258785 3.187262  0.000
H12 -3.556734 3.788743 0.424020  0.000
H13 -1.976131 4.486277 0.788692  0.000
C9 -0.315506 3.225272 -1.062063  0.003
C10 -3.851835 2.250165 -1.709901  0.000
H14 -2.028131 1.539752 -2.645146  0.001
C11 -4.684085 1.948749 -2.950826  0.000
H15 -4.433320 2.045821 -0.799020  0.000
H16 -3.576672 3.315891 -1.687807  0.000
C12 -5.074566 0.467993 -3.049829  0.001
H17 -5.587651 2.570189 -2.924848  0.000
H18 -4.112632 2.236199 -3.837876  0.000
C13 -3.885549 -0.479265 -2.874892  0.001
H19 -5.829420 0.248256 -2.285946  0.000
H20 -5.549131 0.287378 -4.022685  0.000
C14 -2.999765 -0.124483 -1.674554  0.018
H21 -4.252853 -1.508602 -2.749749  0.000
H22 -3.263929 -0.468760 -3.773489  0.000
H23 -3.550204 -0.322936 -0.740566  0.000
H24 -2.112580 -0.785008 -1.652462  0.013
C15 0.567885 3.817007 0.026006  0.001
H25 0.331909 2.685293 -1.776202  0.000
C16 1.534722 4.835480 -0.580597  0.000
H26 -0.052998 4.310693 0.778695  0.000
H27 1.155009 3.043555 0.537447  0.000
C17 0.820101 5.901210 -1.455080  0.000
H28 2.091908 5.336835 0.225363  0.000
H29 2.267144 4.301064 -1.201785  0.000
C18 -0.133725 5.286604 -2.461568  0.000
H30 0.288730 6.594442 -0.792493  0.000
H31 1.581374 6.495933 -1.984245  0.000
C19 -1.100552 4.286633 -1.841275  0.000
H32 -0.717038 6.076183 -2.943262  0.000
H33 0.434109 4.780524 -3.238130  0.000
H34 -1.787101 4.794285 -1.146203  0.000
H35 -1.722750 3.818952 -2.628764  0.000
C20 1.104410 -0.095635 1.175259  -0.155
C21 1.423600 -1.436216 0.401682  0.030
H36 0.093001 0.510191 1.564766  0.028
C22 2.858550 -1.539625 -0.075779  0.008
H37 1.369911 -2.227377 1.230665  -0.007
C23 3.880096 -1.242349 1.034985  -0.001
H38 2.847487 -2.633061 -0.349823  0.002
H39 3.067973 -0.908545 -0.933262  0.001
C24 3.587524 0.132077 1.601304  -0.003
H40 3.836275 -1.999603 1.838083  -0.001
H41 4.890373 -1.268214 0.639429  0.000
C25 2.169189 0.120792 2.212762  -0.016
H42 4.287826 0.493632 2.357587  0.000
H43 3.597605 0.855457 0.782631  -0.001
H44 2.102695 -0.625822 3.083768  -0.011
H45 2.008940 1.184503 2.607982  0.001
C26 -1.872709 -3.446465 0.960673  0.003
C27 -1.811959 -2.021668 1.528889  0.006
C28 -1.040699 -2.027678 2.838082  0.002
O1 -1.404799 -1.032535 0.619793  0.046
H46 -0.888464 -3.934944 0.922632  0.000
H47 -2.334147 -3.469337 -0.048124  0.000
H48 -2.490107 -4.037699 1.649264  0.001
H49 -2.855668 -1.739985 1.745122  0.000
H50 -0.005746 -2.355685 2.681557  -0.001
H51 -1.033231 -1.049204 3.307517  0.001
H52 -1.516881 -2.751967 3.527488  0.001

Atoms 1-6, force components in eV/Å:
Cr -2.83 2.24 -0.97
Cl 0.22 0.05 -0.72
P 1.16 -0.91 0.16
C 0.62 -1.73 0.08
H 1.08 1.60 -0.81
H -0.22 0.03 0.94

The multiplicity is 4. As for the total energy: -82159.3718 eV. As for the HOMO energy (spin up / spin down): -0.0935 / -0.1291 hartree. The energy above the lowest of the compared OMol25 structures with the same formula, charge and spin is 8.5 kcal/mol. The charge is -1.

***

# 3
Formula: H3NO5P2
Source: the OMol25 dataset
Level of theory: ωB97M-V with the def2-TZVPD basis set

Each line ends with the Löwdin charge.
CARTESIAN COORDINATES (ANGSTROEM)
N1 0.064673 2.978786 -0.236251  -0.437
O1 -0.453772 -1.762963 0.406996  -0.244
O2 1.814473 -1.321240 -0.285145  -0.196
O3 0.486053 -2.874808 -1.708670  -0.404
O4 2.295566 1.530441 -0.357471  -0.621
O5 -0.031296 -0.278045 -1.738148  -0.472
P1 0.805210 1.534886 0.061137  0.496
P2 0.368871 -1.574399 -0.980229  0.112
H1 -0.920334 2.626992 -0.097105  -0.146
H2 -0.779778 -0.861819 0.693656  0.035
H3 1.971368 -0.452336 -0.406987  -0.124

Atoms 1-6, force components in eV/Å:
N -0.29 -2.12 0.28
O -1.84 1.10 0.45
O -0.75 -4.67 0.15
O -0.77 0.06 0.36
O -1.59 -0.12 0.65
O 0.17 -2.30 1.44

As for the total energy: -30357.7322 eV. As for the HOMO energy: -0.0039 hartree. The energy above the lowest of the compared OMol25 structures with the same formula, charge and spin is 18.3 kcal/mol. The charge is -2.

***

# 4
Formula: C20H21FN2O5
Source: the OMol25 dataset
Level of theory: ωB97M-V with the def2-TZVPD basis set

Each line ends with the Löwdin charge.
CARTESIAN COORDINATES (ANGSTROEM)
C1 -5.429163 -0.593772 -2.157778  -0.057
C2 -5.118855 -0.086862 -0.757587  -0.201
O1 -3.912838 -0.667143 -0.256290  0.001
C3 -3.991776 -1.853222 0.328304  -0.479
O2 -5.001081 -2.481828 0.503330  0.118
C4 -2.606699 -2.335163 0.764374  -0.020
N1 -1.678940 -1.257410 0.958380  -0.036
C5 -1.807925 -0.344375 2.082144  -0.014
C6 -1.040264 0.878180 1.623321  -0.377
C7 -0.193112 1.805131 2.465089  0.034
C8 -0.005356 2.869339 1.693029  0.007
C9 -0.792721 2.602453 0.426381  -0.217
O3 -1.855234 1.792927 0.901612  -0.002
C10 -0.008325 1.556642 -0.428623  -0.091
C11 1.420734 1.907529 -0.798248  -0.459
O4 1.993389 2.914152 -0.439058  0.077
N2 1.978761 0.954064 -1.573714  0.090
C12 3.390102 0.951212 -1.905326  -0.121
C13 4.141721 0.008732 -0.999852  -0.211
C14 4.664978 -1.185894 -1.474582  -0.033
C15 5.313011 -2.061763 -0.620991  -0.006
C16 5.420477 -1.727220 0.715731  -0.279
F1 6.046469 -2.577693 1.556260  0.055
C17 4.903952 -0.545932 1.218320  -0.002
C18 4.264672 0.319220 0.350723  -0.026
C19 -0.075454 0.350250 0.516965  -0.071
C20 -0.784010 -0.891108 0.014899  -0.407
O5 -0.554192 -1.479197 -1.019993  0.086
H1 -6.304698 -0.081225 -2.545518  0.078
H2 -5.629270 -1.662291 -2.131046  0.077
H3 -4.585640 -0.408963 -2.818365  0.080
H4 -5.939306 -0.328516 -0.073845  0.124
H5 -4.931143 0.988592 -0.754772  0.126
H6 -2.709050 -2.937001 1.671601  0.143
H7 -2.209805 -2.964582 -0.040249  0.144
H8 -2.855938 -0.095242 2.261343  0.144
H9 -1.373441 -0.783314 2.987509  0.140
H10 0.214073 1.562715 3.425916  0.114
H11 0.594025 3.741408 1.852756  0.114
H12 -1.153757 3.466389 -0.122420  0.162
H13 -0.584086 1.356129 -1.336632  0.167
H14 1.459198 0.104351 -1.746305  0.141
H15 3.512767 0.664805 -2.952570  0.123
H16 3.741685 1.976799 -1.762480  0.128
H17 4.570652 -1.435695 -2.520924  0.113
H18 5.727732 -2.991437 -0.976875  0.117
H19 5.010051 -0.317032 2.266948  0.117
H20 3.857325 1.249593 0.717877  0.116
H21 0.906285 0.073266 0.911221  0.173

Atoms 1-6, force components in eV/Å:
C 0.21 0.00 0.36
C -0.54 0.06 -0.19
O 0.29 0.21 -0.11
C 0.20 -0.30 0.31
O -0.07 -0.06 -0.06
C 0.00 -0.02 -0.17

As for the total energy: -37016.6025 eV. As for the HOMO energy: -0.3366 hartree. As for the SMILES: CCOC(=O)CN1C[C@]23C=C[C@H](O2)[C@@H](C(=O)NCc2ccc(F)cc2)[C@@H]3C1=O. The energy above the lowest of the compared OMol25 structures with the same formula, charge and spin is 0.0 kcal/mol.

***

# 5
Formula: C15H33Br2N3O4
Source: the OMol25 dataset
Level of theory: ωB97M-V with the def2-TZVPD basis set

Each line ends with the Löwdin charge.
CARTESIAN COORDINATES (ANGSTROEM)
C1 1.303609 -4.570550 1.743337  -0.011
N1 0.698110 -3.374778 2.405499  -0.164
C2 -0.671376 -3.111230 2.193600  -0.029
C3 1.474373 -2.440886 2.856547  -0.411
O1 1.274561 -1.334029 3.273737  -0.011
H1 1.174850 -4.524133 0.706224  0.047
H2 0.872480 -5.445512 2.243518  0.092
H3 2.403632 -4.624165 1.886922  0.096
H4 -1.270495 -4.060128 2.167161  0.119
H5 -1.060468 -2.372833 2.864592  0.068
H6 -0.696565 -2.718311 1.207843  0.066
H7 2.554446 -2.760584 2.941083  0.145
C4 0.234034 -1.062137 -4.109896  -0.059
N2 -0.007997 -1.920801 -2.978176  -0.189
C5 -1.238042 -2.696760 -2.827055  -0.022
C6 0.967897 -2.011964 -2.064621  -0.379
O2 0.999552 -2.751811 -1.110838  -0.010
H8 0.484807 -1.557398 -5.045738  0.088
H9 1.007660 -0.344950 -3.873950  0.074
H10 -0.703602 -0.503558 -4.271967  0.093
H11 -1.532631 -3.103359 -3.819797  0.098
H12 -1.037707 -3.487648 -2.091289  0.089
H13 -2.011420 -2.004963 -2.500479  0.076
H14 1.811050 -1.272980 -2.285883  0.141
C7 0.484038 1.053794 4.885772  -0.047
N3 -0.923706 0.654269 4.655686  -0.179
C8 -1.828109 1.642867 4.117517  -0.071
C9 -1.314255 -0.638596 4.877800  -0.379
O3 -2.407489 -1.073414 4.648888  0.019
H15 0.895648 1.643615 4.094621  0.077
H16 1.090606 0.168646 4.859489  0.046
H17 0.528982 1.474426 5.875975  0.082
H18 -2.345479 2.176214 4.948185  0.097
H19 -1.377191 2.400488 3.502831  0.065
H20 -2.573657 1.221384 3.383491  0.101
H21 -0.477891 -1.211051 5.375076  0.145
C10 -0.407553 4.330252 -4.598053  -0.144
C11 0.272439 4.750139 -3.297815  -0.162
C12 0.322491 3.456639 -2.477465  -0.251
O4 0.569613 2.479400 -3.465011  -0.145
C13 -0.439314 2.784544 -4.433306  -0.201
H22 0.132834 4.637895 -5.463422  0.093
H23 -1.429674 4.753638 -4.621085  0.116
H24 -0.228754 5.570326 -2.705635  0.129
H25 1.305894 4.991942 -3.399631  0.096
H26 -0.665927 3.295414 -2.012525  0.086
H27 1.070506 3.431324 -1.776673  0.084
H28 -1.393665 2.376844 -4.132991  0.110
H29 -0.151299 2.403489 -5.420845  0.120
Br1 -1.613057 0.912135 -0.507338  0.588
C14 -0.011983 0.173689 0.507868  -0.591
C15 1.143983 1.119040 0.356438  -0.694
Br2 2.872062 0.255375 0.457221  0.677
H30 0.179338 -0.836698 0.176683  0.008
H31 -0.448805 0.082246 1.522702  0.046
H32 1.012705 1.869121 1.121023  0.056
H33 1.125895 1.706062 -0.565869  0.015

Atoms 1-6, force components in eV/Å:
C 0.40 0.41 2.40
N 0.69 -2.25 -0.54
C -1.25 -1.22 -0.88
C 4.42 -0.39 0.99
O -1.80 1.85 0.31
H -0.68 -0.08 -1.57

As for the total energy: -168834.2617 eV. As for the HOMO energy: -0.3265 hartree. As for the SMILES: CN(C)C=O.CN(C)C=O.CN(C)C=O.C1CCOC1.BrCCBr.